Density functional theory data (ωB97M-V/def2-TZVPD) for a single C5H5NO molecule.

The geometry in XYZ format:
```
12
Properties=species:S:1:pos:R:3:lowdin_charge:R:1
O 1.19 1.50 -0.08 -0.016
C 0.65 0.27 -0.50 -0.401
C 0.81 -0.71 0.68 -0.111
C -0.37 -0.75 1.54 -0.231
N -1.33 -0.79 2.18 0.158
C -0.77 0.33 -0.91 -0.089
C -1.93 0.18 -1.15 0.147
H 0.84 2.20 -0.65 0.104
H 1.22 -0.14 -1.35 0.146
H 0.99 -1.72 0.31 0.127
H 1.68 -0.40 1.26 0.128
H -2.97 0.02 -1.33 0.040
```

Summary:
SMILES: C#C[C@@H](O)CC#N
Orbital gap in eV: 11.20


Density functional theory data (ωB97M-V/def2-TZVPD) for a molecular structure, C4H3Br2NS.

The geometry in XYZ format:
```
11
Properties=species:S:1:pos:R:3:lowdin_charge:R:1
C -0.05 0.00 -0.04 -0.162
C -0.44 1.30 -0.49 -0.221
C -0.83 -0.71 0.76 -0.351
C -1.62 1.66 -0.03 -0.801
N -3.62 -0.96 0.92 -0.933
S -2.39 0.03 1.09 0.854
Br -2.53 3.23 -0.17 0.772
Br -3.51 -2.25 -0.32 0.563
H 0.99 -0.12 -0.38 0.123
H 0.16 1.88 -1.01 0.064
H -0.62 -1.62 1.34 0.092
```

Summary:
Orbital gap (spin up / spin down) in eV: 7.70 / 7.70


Density functional theory data (ωB97M-V/def2-TZVPD) for a molecular structure, C28H23BeBrIN3PSe.

The geometry in XYZ format:
```
59
Properties=species:S:1:pos:R:3:lowdin_charge:R:1
Be -0.23 -1.39 0.26 -0.236
N -0.17 -0.86 -2.45 -0.082
P -0.34 0.29 -1.20 1.066
C -1.88 1.13 -1.64 -0.381
C -2.06 2.46 -1.28 -0.087
C -3.27 3.08 -1.52 -0.059
C -4.31 2.38 -2.12 -0.056
C -4.14 1.05 -2.46 -0.058
C -2.93 0.42 -2.22 -0.088
C 0.92 1.51 -1.65 -0.351
C 1.99 1.78 -0.79 -0.107
C 2.99 2.66 -1.18 -0.058
C 2.91 3.28 -2.42 -0.053
C 1.84 3.03 -3.27 -0.056
C 0.84 2.15 -2.88 -0.088
C -0.07 -2.21 -2.22 -0.350
C 0.12 -3.13 -3.26 0.014
C 0.22 -4.46 -2.95 -0.018
C 0.10 -4.88 -1.62 -0.032
C -0.11 -3.93 -0.66 -0.123
N -0.19 -2.61 -0.94 -0.061
H -0.04 -0.55 -3.40 0.125
H -1.25 3.01 -0.81 0.116
H -3.41 4.12 -1.25 0.116
H -5.26 2.87 -2.30 0.115
H -4.95 0.49 -2.92 0.114
H -2.80 -0.63 -2.47 0.106
H 2.01 1.31 0.18 0.056
H 3.82 2.85 -0.53 0.112
H 3.69 3.97 -2.73 0.115
H 1.77 3.53 -4.22 0.115
H -0.01 1.98 -3.53 0.114
H 0.20 -2.77 -4.28 0.124
H 0.38 -5.19 -3.74 0.125
H 0.17 -5.92 -1.36 0.120
H -0.24 -4.19 0.39 0.109
Se -1.22 -1.78 2.08 0.751
C -2.58 -0.49 2.54 -0.616
C -3.16 0.37 1.62 -0.113
C -4.12 1.27 2.06 -0.145
N -4.52 1.35 3.33 0.059
C -3.97 0.51 4.20 -0.140
C -3.00 -0.42 3.86 -0.118
H -2.90 0.32 0.58 0.058
H -4.59 1.95 1.36 0.103
H -4.31 0.59 5.22 0.110
H -2.58 -1.08 4.61 0.099
Br 3.51 -3.86 3.22 0.745
C 3.94 -2.02 3.31 -0.731
C 4.66 -1.56 4.40 -0.115
C 5.00 -0.22 4.49 -0.057
C 4.61 0.67 3.50 -0.065
C 3.88 0.21 2.41 -0.140
C 3.55 -1.12 2.32 -0.641
I 2.47 -1.81 0.62 1.123
H 4.97 -2.26 5.16 0.108
H 5.56 0.14 5.35 0.117
H 4.87 1.71 3.57 0.114
H 3.60 0.91 1.64 0.077
```

Summary:
Orbital gap in eV: 7.12
Charge: +1


Density functional theory data (ωB97M-V/def2-TZVPD) for a molecular structure, C32H36EuGeN3O8S.

The geometry in XYZ format:
```
82
Properties=species:S:1:pos:R:3:lowdin_charge:R:1
Eu -0.51 1.61 -1.22 2.085
O -3.71 -2.87 3.63 -0.004
C -3.88 -2.93 2.40 -0.732
O -4.40 -3.80 1.72 -0.006
C -3.27 -1.84 1.55 -0.078
C -2.93 -0.61 2.10 0.067
C -2.20 0.29 1.34 -0.195
N -1.87 0.04 0.03 -0.003
C -2.26 -1.15 -0.52 -0.172
C -3.02 -2.08 0.21 0.064
C -1.73 -1.45 -1.90 -0.186
C -1.93 -2.73 -2.44 0.010
C -1.40 -3.01 -3.70 -0.025
C -0.78 -1.97 -4.41 -0.034
C -0.66 -0.73 -3.81 -0.124
N -1.05 -0.49 -2.58 -0.010
C -1.63 1.52 1.94 -0.179
C -1.64 1.72 3.34 0.004
C -1.26 2.93 3.87 -0.023
C -0.76 3.91 2.99 -0.034
C -0.66 3.61 1.63 -0.114
N -1.10 2.47 1.09 -0.017
H -3.26 -0.30 3.13 0.140
H -3.34 -2.99 -0.32 0.123
H -2.37 -3.51 -1.82 0.118
H -1.50 -4.01 -4.15 0.129
H -0.38 -2.15 -5.42 0.123
H -0.20 0.09 -4.35 0.118
H -1.99 0.89 3.97 0.119
H -1.36 3.07 4.95 0.121
H -0.46 4.90 3.34 0.114
H -0.26 4.33 0.91 0.119
C -4.06 4.31 -2.82 -0.015
C -2.64 3.83 -2.76 -0.312
O -2.35 2.73 -2.16 -0.167
C -1.63 4.69 -3.38 -0.104
C -1.94 5.84 -4.14 -0.035
C -0.96 6.59 -4.79 -0.093
C 0.38 6.20 -4.71 -0.061
C 0.72 5.09 -3.93 -0.004
C -0.23 4.38 -3.17 -0.345
O 0.19 3.43 -2.39 -0.260
H -4.71 3.62 -2.29 0.084
H -4.42 4.45 -3.87 0.107
H -4.16 5.35 -2.41 0.112
H -2.99 6.11 -4.32 0.108
H -1.23 7.50 -5.32 0.101
H 1.11 6.81 -5.25 0.113
H 1.75 4.74 -3.83 0.125
O 4.19 0.11 -0.34 -0.304
S 2.80 0.35 -0.68 0.356
O 2.48 0.45 -2.10 -0.370
O 2.17 1.39 0.10 -0.414
O 1.88 -1.05 -0.23 -0.507
C 2.30 -5.29 -0.26 -0.123
C 1.08 -5.64 0.63 -0.262
C 0.93 -4.70 1.88 -0.267
C 0.55 -3.28 1.43 -0.308
Ge 2.02 -1.99 1.31 0.873
C 2.09 -0.83 2.92 -0.291
C 3.09 -1.21 4.02 -0.285
C 4.50 -0.59 3.83 -0.259
C 5.33 -1.25 2.70 -0.126
H 2.43 -6.05 -1.04 0.062
H 3.23 -5.24 0.30 0.061
H 2.13 -4.35 -0.82 0.066
H 1.06 -6.73 0.92 0.109
H 0.15 -5.55 0.04 0.096
H 1.88 -4.74 2.46 0.099
H 0.14 -5.08 2.55 0.110
H -0.10 -2.79 2.18 0.065
H -0.02 -3.21 0.48 0.057
H 3.35 -2.78 1.28 0.015
H 1.05 -0.85 3.28 0.052
H 2.28 0.18 2.54 0.056
H 3.22 -2.30 4.09 0.094
H 2.72 -0.94 5.02 0.102
H 5.07 -0.60 4.77 0.096
H 4.35 0.48 3.55 0.110
H 5.26 -2.36 2.79 0.063
H 6.41 -1.03 2.74 0.068
H 4.95 -0.98 1.70 0.033
```

Summary:
<S²>: 12.01
Spin multiplicity: 7
Orbital gap (spin up / spin down) in eV: 5.70 / 6.48


Density functional theory data (ωB97M-V/def2-TZVPD) for a molecular structure, C20H42O5P4W.

The geometry in XYZ format:
```
72
Properties=species:S:1:pos:R:3:lowdin_charge:R:1
P -1.32 2.26 -0.23 0.849
C -1.04 3.74 0.80 -0.174
H -1.96 4.34 0.76 0.101
H -0.19 4.31 0.42 0.064
H -0.85 3.46 1.85 0.067
C -1.29 2.93 -1.92 -0.177
H -1.97 2.35 -2.57 0.039
H -0.27 2.88 -2.33 0.040
H -1.62 3.97 -1.89 0.098
C -3.02 1.87 0.31 -0.184
H -3.65 2.74 0.08 0.101
H -3.03 1.67 1.39 0.067
H -3.40 1.00 -0.22 0.008
P -0.87 -1.71 1.65 0.833
C -0.22 -1.77 3.36 -0.165
H -0.76 -2.56 3.90 0.102
H -0.38 -0.80 3.86 0.066
H 0.85 -2.01 3.33 0.063
C -2.66 -1.56 1.93 -0.172
H -3.23 -1.94 1.07 0.042
H -2.95 -0.52 2.15 0.060
H -2.91 -2.18 2.81 0.096
C -0.53 -3.41 1.08 -0.180
H -1.13 -4.09 1.69 0.101
H 0.53 -3.63 1.20 0.072
H -0.81 -3.53 0.03 0.015
P 2.09 -0.48 -1.67 0.816
C 3.87 -0.16 -1.34 -0.165
H 4.47 -0.68 -2.09 0.099
H 4.12 -0.56 -0.35 0.066
H 4.07 0.91 -1.35 0.051
C 2.10 -2.24 -2.15 -0.179
H 3.02 -2.48 -2.70 0.097
H 1.24 -2.49 -2.78 0.027
H 2.05 -2.86 -1.25 0.071
C 1.70 0.58 -3.09 -0.193
H 2.42 0.39 -3.90 0.105
H 1.74 1.64 -2.80 0.037
H 0.69 0.37 -3.47 0.010
W 0.05 -0.07 -0.12 0.999
C -0.35 0.93 1.62 -0.449
O -0.71 1.26 2.70 0.153
C 1.55 -0.99 0.75 -0.463
O 2.40 -1.54 1.42 0.137
C -1.19 -2.40 -2.11 -0.083
C -0.85 -1.41 -3.02 -0.108
C -1.55 -0.18 -3.04 -0.083
C -2.66 -0.02 -2.21 -0.107
C -3.02 -1.02 -1.31 -0.088
C -2.31 -2.22 -1.26 -0.099
H -0.70 -3.38 -2.15 0.140
H -0.15 -1.63 -3.83 0.136
H -1.32 0.55 -3.81 0.131
H -3.33 0.82 -2.40 0.135
H -3.95 -0.93 -0.75 0.135
H -2.71 -3.06 -0.71 0.134
C 2.82 1.02 3.16 -0.043
O 1.87 1.76 2.36 -0.341
P 2.01 1.75 0.72 0.946
O 3.63 2.27 0.72 -0.339
C 3.94 3.49 1.47 -0.034
O 1.51 3.15 -0.08 -0.395
C 2.35 3.65 -1.15 -0.062
H 2.27 0.22 3.70 0.101
H 3.29 1.69 3.90 0.129
H 3.63 0.56 2.56 0.102
H 3.09 3.98 1.97 0.114
H 4.66 3.23 2.25 0.114
H 4.36 4.21 0.77 0.113
H 2.89 4.52 -0.76 0.114
H 3.06 2.89 -1.52 0.083
H 1.68 3.95 -1.96 0.102
```

Summary:
<S²>: 2.02
Spin multiplicity: 3
Orbital gap (spin up / spin down) in eV: 5.85 / 6.44
Charge: +4


Density functional theory data (ωB97M-V/def2-TZVPD) for a molecular structure, C21H33N2O9P3Pd.

The geometry in XYZ format:
```
69
Properties=species:S:1:pos:R:3:lowdin_charge:R:1
Pd 0.72 0.85 -0.49 0.926
O 0.85 4.46 -2.55 -0.086
P 0.42 3.06 -1.95 0.151
O 1.26 1.91 -2.47 -0.346
O 0.39 3.12 -0.44 -0.335
O -1.08 2.89 -2.51 -0.246
P -2.02 1.59 -2.25 0.224
O -1.88 0.79 -3.65 -0.143
O -3.40 1.99 -1.99 -0.260
O -1.28 0.69 -1.25 -0.417
H 1.05 4.40 -3.49 0.089
H -2.65 0.95 -4.22 0.080
C 1.22 -2.33 1.75 -0.087
C 0.04 -1.46 2.16 -0.678
C -1.16 -1.79 1.26 -0.088
C -0.35 -1.75 3.61 -0.079
P 0.40 0.34 1.82 1.090
C -0.98 1.25 2.56 -0.339
C -1.94 1.80 1.71 -0.073
C -3.02 2.50 2.22 -0.050
C -3.15 2.67 3.59 -0.074
C -2.20 2.13 4.45 -0.076
C -1.13 1.42 3.94 -0.108
C 1.99 0.95 2.59 -0.680
C 1.87 2.48 2.67 -0.084
C 2.36 0.38 3.96 -0.080
C 3.11 0.62 1.59 -0.116
H 0.93 -3.38 1.81 0.093
H 2.08 -2.19 2.41 0.069
H 1.53 -2.13 0.73 0.049
H -1.44 -2.84 1.41 0.092
H -0.93 -1.64 0.20 0.054
H -2.03 -1.17 1.50 0.086
H -0.55 -2.82 3.70 0.091
H -1.25 -1.21 3.90 0.076
H 0.44 -1.50 4.32 0.067
H -1.85 1.67 0.64 0.064
H -3.76 2.91 1.54 0.114
H -3.99 3.22 4.00 0.105
H -2.30 2.26 5.52 0.104
H -0.41 1.00 4.63 0.089
H 1.17 2.79 3.46 0.078
H 1.52 2.92 1.73 0.063
H 2.85 2.90 2.90 0.093
H 1.60 0.59 4.71 0.066
H 3.29 0.85 4.29 0.091
H 2.52 -0.69 3.93 0.067
H 2.96 1.13 0.63 0.061
H 3.21 -0.45 1.41 0.059
H 4.06 0.99 1.99 0.093
O -2.96 -0.97 -5.99 -0.034
C -2.46 -2.23 -5.58 -0.225
N -1.41 -1.94 -4.64 0.103
C -0.34 -2.75 -4.50 -0.439
O -0.18 -3.78 -5.14 0.065
C 0.69 -2.31 -3.50 -0.080
C 1.99 -2.80 -3.60 0.021
C 2.94 -2.36 -2.69 -0.028
C 2.56 -1.46 -1.71 -0.123
N 1.31 -1.02 -1.59 -0.021
C 0.40 -1.43 -2.47 -0.062
H -3.80 -1.10 -6.43 0.094
H -2.03 -2.80 -6.41 0.126
H -3.25 -2.82 -5.11 0.134
H -1.46 -1.04 -4.17 0.096
H 2.22 -3.50 -4.39 0.127
H 3.96 -2.71 -2.75 0.111
H 3.28 -1.08 -1.00 0.106
H -0.59 -1.03 -2.31 0.088
```

Summary:
<S²>: 2.00
Spin multiplicity: 3
Orbital gap (spin up / spin down) in eV: 8.41 / 8.18


Density functional theory data (ωB97M-V/def2-TZVPD) for 3 unconnected molecules or ions with the total composition C3H8Br2N2.

The geometry in XYZ format:
```
15
Properties=species:S:1:pos:R:3:lowdin_charge:R:1
C 2.58 -1.08 -0.51 -0.077
C -1.53 1.37 -0.32 -0.147
C -1.12 0.55 1.78 -0.681
N 1.33 -0.85 -0.50 -0.028
N -0.71 0.78 0.62 -0.127
Br 0.13 0.08 3.03 0.756
Br -0.84 -2.36 -1.80 0.295
H 3.10 -1.52 -1.31 0.041
H 0.19 -1.48 -1.52 -0.397
H 3.39 -0.63 0.27 0.114
H -1.43 2.38 -0.37 0.057
H -1.45 0.95 -1.37 0.102
H -2.55 1.29 -0.18 0.056
H -2.10 0.68 2.04 0.049
H 1.01 -0.17 0.14 -0.015
```

Summary:
SMILES: C/N=C/Br.C=N.Br
Orbital gap in eV: 10.37


Density functional theory data (ωB97M-V/def2-TZVPD) for a single C2H2F2O3 molecule.

The geometry in XYZ format:
```
9
Properties=species:S:1:pos:R:3:lowdin_charge:R:1
C -0.88 -0.15 0.05 -0.589
C 0.64 0.21 -0.01 -0.431
O -0.94 -1.49 0.04 0.177
O 0.96 1.46 0.01 0.179
O 1.36 -0.75 -0.15 0.134
F -1.47 0.40 -1.02 0.143
F -1.46 0.40 1.13 0.147
H 1.92 1.76 0.11 0.192
H -0.13 -1.84 -0.15 0.048
```

Summary:
SMILES: O=C(O)C(O)(F)F
Orbital gap in eV: 11.86


Energy above the lowest of the compared OMol25 structures with the same formula, charge and spin (computed, kJ/mol): 236.6, 221.0, 30.9, 0.0, 0.0, 0.0, 32.4, 40.6